No. 1
Density functional theory data (the ωB97M-V functional and the def2-TZVPD basis) for a molecular structure, C20H27BrN4O2RuS2Se2Te2.

The geometry in XYZ format:
```
61
Properties=species:S:1:pos:R:3:lowdin_spin:R:1
Ru 1.87043 -1.23307 1.72317 0.530
Se -0.18427 -1.89877 1.11327 0.350
Te -1.13797 -3.59417 -0.37063 0.182
Te 2.22213 -3.66037 -1.59253 -0.171
Se 2.97813 -2.90317 0.59607 0.009
Br 1.18603 -4.31827 3.74537 0.002
C 0.52703 -2.71797 4.52917 0.006
C -0.36877 -2.76147 5.58287 0.001
C -0.82207 -1.55057 6.09077 0.000
C -0.38297 -0.37367 5.51037 0.000
C 0.50093 -0.43647 4.44297 0.001
N 0.96623 -1.59847 3.97817 0.023
C 0.88493 0.82843 3.65947 0.002
O 0.83833 1.90493 4.23347 0.008
O 1.15113 0.62223 2.44347 0.005
H -0.70357 -3.70607 5.98517 0.000
H -1.52577 -1.52967 6.91097 0.000
H -0.70127 0.59853 5.85207 0.000
S 4.06273 -0.79067 2.72977 -0.005
C 4.38903 0.05583 1.26167 0.002
C 5.67993 0.46733 0.91797 0.001
C 5.86093 1.10363 -0.28773 0.001
C 4.76103 1.34773 -1.10203 0.000
C 3.51603 0.92903 -0.67633 0.000
N 3.33933 0.27303 0.45887 -0.004
H 6.49853 0.26683 1.59107 0.000
H 6.84933 1.41793 -0.59203 0.000
H 4.86563 1.85493 -2.04613 0.000
H 2.62073 1.12573 -1.25123 0.000
C -4.69797 1.46023 -1.52523 0.000
C -4.81167 1.59413 -0.00933 0.000
C -3.46107 1.72363 0.69627 0.000
C -2.67147 0.41973 0.80107 0.006
N -2.26737 -0.09707 -0.48803 0.019
C -1.09357 0.23833 -1.07043 0.011
S -0.17617 1.52783 -0.53503 0.004
N -0.76647 -0.46737 -2.16733 0.002
C 0.51053 -0.37157 -2.83623 0.000
C 0.60363 0.85163 -3.75083 0.000
C -0.55467 0.97323 -4.74063 0.000
C -0.58597 -0.14467 -5.77703 0.000
H -5.66787 1.62093 -1.99493 0.000
H -4.32807 0.47773 -1.80533 0.000
H -4.00917 2.20443 -1.91713 0.000
H -5.35427 0.73573 0.39327 0.000
H -5.39647 2.49053 0.21727 0.000
H -3.62297 2.08563 1.71517 0.000
H -2.84917 2.45713 0.17047 0.000
H -3.26687 -0.34627 1.30347 0.000
H -1.77657 0.61063 1.41207 0.003
H -2.60977 -1.02607 -0.71753 0.007
H -1.27607 -1.33117 -2.31303 0.004
H 0.65143 -1.29047 -3.40733 0.000
H 1.31233 -0.31487 -2.08983 0.000
H 1.54763 0.79353 -4.29523 0.000
H 0.61993 1.75173 -3.13423 0.000
H -0.46287 1.93253 -5.26003 0.000
H -1.49677 0.98233 -4.18803 0.000
H 0.36303 -0.19867 -6.30713 0.000
H -1.37267 0.04093 -6.50713 0.000
H -0.77427 -1.10777 -5.30963 0.000
```

Output
total charge	-1
2S+1	2
calculated total energy	-270811.1570	eV
ΔE to the lowest compared entry with this formula, charge and spin	376.24	kJ/mol

---

No. 2
Density functional theory data (the ωB97M-V functional and the def2-TZVPD basis) for a molecular structure, C19H30Cl3NOReSi.

The geometry in XYZ format:
```
56
Properties=species:S:1:pos:R:3:lowdin_spin:R:1
C -1.14040 1.03611 -2.92429 0.065
C -1.28707 -0.38749 -3.12448 0.021
C 0.00101 -1.00113 -3.00825 0.069
C -2.55105 -1.08988 -3.51529 0.005
C 0.94598 0.02352 -2.63878 0.067
C 0.25147 1.29020 -2.63173 0.032
C 0.87234 2.63001 -2.41442 0.003
C -2.24913 2.03589 -2.94882 0.016
C 0.30946 -2.42893 -3.32138 0.010
C 2.39863 -0.18322 -2.33259 0.017
Re -0.60538 -0.00400 -1.12664 1.988
Cl -2.54378 -3.74332 -0.15697 0.018
Cl -2.78040 -0.40076 -0.30957 0.140
Cl 0.12017 -1.99080 -0.21685 0.233
H -3.39985 -0.39012 -3.50554 0.001
H -2.72956 -1.91510 -2.81745 -0.001
H -2.48780 -1.52153 -4.52144 0.000
H -0.49571 -3.09102 -2.97815 0.001
H 1.27718 -2.71602 -2.90736 0.001
H 0.37858 -2.55260 -4.40486 0.003
H 2.55768 -1.09601 -1.74033 0.002
H 2.81420 0.69375 -1.81082 0.000
H 2.94092 -0.29510 -3.27782 0.004
H 1.79053 2.52754 -1.83697 0.000
H 0.18242 3.29561 -1.87565 0.000
H 1.12194 3.10880 -3.37292 0.000
H -3.14945 1.65108 -2.45254 0.002
H -2.53961 2.29397 -3.97571 0.005
H -1.95383 2.96083 -2.44041 0.000
O -0.86078 1.64026 -0.11408 0.206
H -0.34857 1.62577 0.73391 0.018
C -2.85109 0.66551 2.77082 0.005
Si -1.12791 0.06311 3.29763 0.001
C -0.56399 1.36854 4.53031 0.000
C -1.25401 -1.78211 3.65641 0.001
N 0.10720 0.13808 2.06746 0.012
C 1.39817 -0.12915 2.15098 0.003
C 2.21935 0.00916 0.98082 0.024
C 3.59761 -0.06736 1.03025 0.003
C 4.22440 -0.33124 2.26301 0.004
C 3.45525 -0.57974 3.41124 0.000
C 2.06668 -0.51963 3.36793 0.003
H -3.27735 1.35594 3.51792 0.000
H -3.53616 -0.18432 2.66052 0.001
H -2.80191 1.17429 1.79280 0.003
H -1.26013 1.49850 5.36543 0.000
H 0.43713 1.15923 4.92179 0.000
H -0.48984 2.33119 4.00173 0.000
H -1.62617 -2.28636 2.74734 0.001
H -0.26011 -2.19917 3.86276 0.000
H -1.92038 -2.00553 4.49811 0.000
H 1.69613 0.17544 0.02056 0.014
H 4.16036 0.06958 0.10893 0.000
H 5.31207 -0.36983 2.32044 0.000
H 3.96646 -0.82110 4.34454 0.000
H 1.48811 -0.73935 4.27848 0.000
```

Output
total charge	-2
2S+1	4
calculated total energy	-71305.1380	eV
ΔE to the lowest compared entry with this formula, charge and spin	0.00	kJ/mol

---

No. 3
Density functional theory data (the ωB97M-V functional and the def2-TZVPD basis) for C9H12BN in the gas phase.

The geometry in XYZ format:
```
23
Properties=species:S:1:pos:R:3:lowdin_charge:R:1
C 1.06365 1.45797 -2.59434 -0.118
C 0.26995 2.28663 -1.63120 -0.180
B 0.45868 1.85740 -0.19733 -0.190
C 1.20015 1.35993 0.98288 -0.018
C -0.36725 1.36059 1.16738 -0.153
C -1.13087 0.11253 1.12597 0.019
C -0.67033 -1.18457 1.01430 -0.304
C -1.64333 -2.27528 0.89638 -0.083
C -1.02928 -3.46625 0.88506 -0.073
C 0.35020 -3.07836 1.01778 -0.167
N 0.55943 -1.81210 1.13060 0.070
H 2.08222 1.58746 -2.35549 0.068
H 0.72830 0.44139 -2.46940 0.078
H 0.87845 1.65564 -3.62968 0.072
H 0.72194 3.32134 -1.65767 0.132
H -0.73210 2.37346 -2.07831 0.109
H 1.38491 0.27830 0.96065 0.084
H 1.96730 1.69375 1.68881 0.107
H -0.72098 2.12551 1.89621 0.124
H -2.20267 0.18727 1.32547 0.119
H -2.74207 -2.14209 0.72069 0.119
H -1.57566 -4.40031 0.70995 0.102
H 1.14937 -3.74020 1.09129 0.083
```

Output
2S+1	1
calculated total energy	-11690.5970	eV
SMILES	CCB1C[C@@H]1/C=C1/C=CC=N1
ΔE to the lowest compared entry with this formula, charge and spin	388.20	kJ/mol

---

No. 4
Density functional theory data (the ωB97M-V functional and the def2-TZVPD basis) for 2 unconnected molecules or ions with the total composition C2H7NO2.

The geometry in XYZ format:
```
12
Properties=species:S:1:pos:R:3:lowdin_charge:R:1
C -0.74636 -2.12817 0.00714 -0.013
C -1.12285 -1.27320 1.22893 -0.560
N -2.43940 -0.83599 1.26092 0.127
O -0.55390 -1.25678 2.30328 0.030
H -0.54994 -1.51158 -0.87984 0.077
H 0.31094 -2.37166 0.22607 0.084
H -1.32296 -3.01528 -0.14130 0.071
H -3.01417 -0.93496 0.44687 0.086
H -2.73882 -0.36430 2.09369 0.098
O 3.98608 4.85306 -1.99015 -0.060
H 4.80531 4.73099 -2.47281 0.029
H 3.38606 4.10787 -2.08279 0.032
```

Output
2S+1	1
calculated total energy	-7772.5704	eV
SMILES	CC(N)=O.O
ΔE to the lowest compared entry with this formula, charge and spin	92.18	kJ/mol

---

No. 5
Density functional theory data (the ωB97M-V functional and the def2-TZVPD basis) for a gas-phase ion, C5H12N (charge +1).

The geometry in XYZ format:
```
18
Properties=species:S:1:pos:R:3:lowdin_charge:R:1
C -1.38839 1.19465 1.17089 0.005
C -0.74935 0.01698 1.38868 -0.172
C -0.72777 -1.25514 0.43917 -0.131
C 0.33026 -1.29344 -0.91746 -0.088
C 0.37573 0.27757 -1.30313 -0.063
N 1.52124 0.85555 -0.32671 0.174
H -2.01918 1.34318 0.24385 0.097
H -1.48249 1.94552 1.90645 0.053
H -0.12094 -0.17736 2.29514 0.115
H -0.68279 -2.23084 0.89862 0.087
H -1.63645 -1.50508 -0.15818 0.108
H -0.14367 -1.96834 -1.66599 0.121
H 1.28292 -1.58995 -0.62354 0.055
H -0.53428 0.68852 -0.90369 0.051
H 0.57751 0.55614 -2.36914 0.137
H 2.16276 0.22935 0.16074 0.156
H 2.15521 1.63067 -0.69682 0.197
H 1.07966 1.28201 0.46113 0.098
```

Output
total charge	+1
2S+1	1
calculated total energy	-6860.8357	eV
SMILES	C=CCCC[NH3+]
ΔE to the lowest compared entry with this formula, charge and spin	262.71	kJ/mol

---

No. 6
Density functional theory data (the ωB97M-V functional and the def2-TZVPD basis) for C3H3Cl2NO in the gas phase.

The geometry in XYZ format:
```
10
Properties=species:S:1:pos:R:3:lowdin_charge:R:1
C 0.83674 1.97232 -0.00786 -0.251
C -0.37679 0.00065 0.35968 -0.341
C 0.58299 0.78124 -0.59322 -0.445
N -1.34487 1.05543 0.37665 -0.504
O 1.20604 2.82232 0.61953 0.308
Cl 2.60432 0.15951 -0.66604 0.290
Cl -2.51246 0.79001 -0.80063 0.584
H -0.82313 -0.86118 -0.12257 0.083
H 0.16638 -0.12877 1.42329 0.169
H 0.12723 0.79090 -1.57062 0.108
```

Output
2S+1	1
calculated total energy	-31737.2216	eV
ΔE to the lowest compared entry with this formula, charge and spin	432.16	kJ/mol

---

No. 7
Density functional theory data (the ωB97M-V functional and the def2-TZVPD basis) for 2 unconnected molecules or ions with the total composition HN2O5S2.

The geometry in XYZ format:
```
10
Properties=species:S:1:pos:R:3:lowdin_charge:R:1
N -0.61584 -0.20879 0.05023 -0.014
N -0.85083 0.05753 1.31095 -0.531
O -1.19896 -0.77401 2.10474 0.081
O 1.62828 0.98895 0.35345 -0.388
O -0.74524 1.25200 1.54567 0.043
O -0.12001 1.99643 -1.08673 -0.385
O -0.26932 -2.07733 -0.34239 -0.081
S 1.26785 -0.19575 -2.18602 0.233
S 0.60620 0.84060 -0.64422 0.152
H 0.29787 -1.87964 -1.10567 -0.110
```

Output
total charge	-1
2S+1	1
calculated total energy	-34899.0864	eV
ΔE to the lowest compared entry with this formula, charge and spin	214.80	kJ/mol

---

No. 8
Density functional theory data (the ωB97M-V functional and the def2-TZVPD basis) for C7H10N2S2 in the gas phase.

The geometry in XYZ format:
```
21
Properties=species:S:1:pos:R:3:lowdin_charge:R:1
C 1.53324 1.25954 0.54247 -0.091
C 1.18123 0.47165 -0.68824 -0.415
C 2.19198 -0.64926 -1.00391 -0.093
C -0.13556 -0.20406 -0.51339 -0.286
N -0.37865 -1.44832 -0.33448 0.058
C -1.80861 -1.66057 -0.14588 -0.506
C -2.24213 -1.07955 1.24128 -0.167
N -2.19554 0.16193 1.25589 0.011
C -1.54680 0.61636 -0.05385 -0.907
S -1.53527 2.40494 -0.11350 0.763
S -2.63616 -0.40089 -1.21666 0.893
H 2.23602 0.58257 1.21698 0.119
H 0.64153 1.74092 1.18351 0.082
H 2.15018 2.10099 0.32054 0.057
H 1.11641 1.07253 -1.54797 0.120
H 1.80404 -1.37451 -1.81952 0.108
H 2.40099 -1.23695 -0.01078 0.102
H 3.23882 -0.30337 -1.09939 0.074
H -1.91251 -2.73949 -0.31394 0.110
H -2.67673 -1.74812 1.89012 0.090
H -1.42648 2.43366 1.21071 -0.124
```

Output
2S+1	1
calculated total energy	-32068.5947	eV
SMILES	CC(C)C1=N[C@H]2C=N[C@]1(S)S2
ΔE to the lowest compared entry with this formula, charge and spin	240.62	kJ/mol